{"formula": "C22H32F3O17PS", "method": "ωB97M-V with the def2-TZVPD basis set", "symbols": ["C", "P", "C", "C", "O", "C", "O", "O", "C", "S", "O", "O", "C", "F", "F", "F", "H", "H", "H", "H", "H", "H", "H", "H", "C", "C", "C", "O", "C", "O", "O", "H", "H", "H", "H", "H", "H", "C", "C", "C", "O", "C", "O", "O", "H", "H", "H", "H", "H", "H", "C", "C", "C", "O", "C", "O", "O", "H", "H", "H", "H", "H", "H", "C", "C", "C", "O", "C", "O", "O", "H", "H", "H", "H", "H", "H"], "xyz": [[-2.256998, 1.152546, 1.595477], [-0.730816, 1.454669, 0.487390], [-0.690596, 3.214989, -0.253311], [-0.776681, 0.086772, -0.845394], [-0.402448, 0.388015, -2.236613], [-0.461204, -0.975821, -2.859577], [-1.026970, -1.356343, -4.014562], [0.223747, -1.811144, -1.820270], [0.170803, -1.198468, -0.452275], [1.969937, -0.937041, 0.001906], [2.710869, -2.279764, -0.372203], [2.663376, 0.158170, -0.898295], [2.286785, -0.682686, 1.840055], [3.775289, -0.697545, 2.098040], [1.606237, -1.799364, 2.570185], [1.798377, 0.607592, 2.379154], [-3.188604, 0.803784, 0.952095], [-1.963973, 0.274102, 2.344046], [-2.469746, 2.094369, 2.263242], [-0.989228, 3.956541, 0.633279], [-1.438450, 3.399564, -1.138506], [0.432621, 3.504426, -0.521041], [-1.846826, -0.383949, -0.975711], [-0.347533, -1.831790, 0.384150], [-2.577979, 6.423518, 5.121179], [-2.996626, 5.631666, 3.900488], [-2.071489, 4.502234, 3.572399], [-2.221796, 4.370636, 2.171208], [-2.600382, 5.597043, 1.702682], [-2.630092, 5.910022, 0.526479], [-2.934547, 6.433159, 2.731975], [-3.386749, 7.098670, 5.428795], [-2.343392, 5.768840, 5.966436], [-1.707881, 7.057061, 4.907522], [-4.029497, 5.276944, 4.015796], [-2.351730, 3.573991, 4.078879], [-1.017553, 4.720776, 3.790012], [0.995009, 6.188561, -5.447452], [0.317625, 5.934515, -4.117418], [1.128316, 5.092616, -3.183006], [0.138983, 4.454884, -2.397027], [-0.989911, 4.394798, -3.164431], [-1.979195, 3.740012, -2.890819], [-0.859664, 5.162313, -4.288777], [0.454900, 6.965235, -6.003893], [2.029116, 6.522695, -5.316797], [0.986468, 5.290733, -6.078266], [0.035270, 6.886715, -3.648873], [1.793428, 5.691385, -2.553886], [1.720767, 4.319719, -3.690475], [1.941618, -4.761079, -2.191455], [1.225442, -5.212677, -3.446657], [-0.221374, -5.527748, -3.230813], [-0.483485, -6.496995, -4.228362], [0.705362, -7.116747, -4.491930], [0.825101, -8.133562, -5.150746], [1.746403, -6.448007, -3.909505], [2.929394, -4.355738, -2.445548], [1.381221, -3.982276, -1.664659], [2.116335, -5.600738, -1.506953], [1.354142, -4.468555, -4.243943], [-0.862860, -4.652068, -3.366358], [-0.431934, -5.973167, -2.249405], [2.596787, -6.185065, 2.607983], [1.383621, -5.547212, 3.251220], [1.201284, -5.920817, 4.688686], [-0.199410, -5.818254, 4.864141], [-0.762662, -6.029810, 3.637392], [-1.950723, -6.211414, 3.442918], [0.187210, -6.019575, 2.653605], [2.792602, -5.723916, 1.631477], [3.492269, -6.063562, 3.225593], [2.434197, -7.253952, 2.420520], [1.419071, -4.456705, 3.126790], [1.725320, -5.239696, 5.365554], [1.505699, -6.951033, 4.916464]], "atomic_forces_ev_per_a": [[-0.85, -0.97, 0.14], [1.12, 0.82, 0.70], [-0.27, 1.06, 0.56], [-1.02, -1.22, -0.45], [-0.90, -3.43, -0.83], [-1.81, 0.11, -2.68], [4.65, 2.60, 8.76], [-1.42, 0.62, -0.40], [-2.76, 0.86, -1.70], [6.91, -1.15, -7.21], [-3.45, 4.16, 2.66], [-3.51, -2.93, 4.29], [0.89, 1.20, 4.35], [-5.59, -0.24, -0.99], [2.36, 3.72, -2.21], [1.76, -4.75, -1.73], [1.64, 0.93, 1.58], [-0.65, 1.82, -1.70], [0.33, -1.88, -1.69], [0.73, -2.06, -2.06], [1.69, -0.56, 2.06], [-2.65, -1.19, 0.61], [1.77, 0.70, 0.84], [1.18, 0.74, -1.85], [-0.25, 0.59, 0.13], [-0.11, 0.31, 1.31], [0.41, -0.68, 0.62], [-0.47, 0.80, -0.29], [-0.29, 1.14, -2.41], [0.12, -0.79, 2.62], [0.25, -0.62, -1.07], [0.19, -0.19, -0.02], [-0.06, 0.01, -0.17], [-0.08, -0.32, -0.05], [0.15, -0.04, -0.07], [0.05, 0.08, -0.20], [-0.19, 0.10, 0.07], [-0.34, 0.22, -0.53], [0.75, 0.79, -0.82], [0.92, 0.09, 0.23], [-0.81, 0.20, -0.99], [-1.69, -0.95, 0.05], [1.83, 1.40, -0.89], [-0.43, -0.81, 1.01], [0.17, -0.15, 0.13], [-0.16, -0.05, 0.09], [0.08, 0.07, 0.31], [0.04, -0.16, 0.04], [-0.19, -0.18, 0.03], [-0.11, 0.18, -0.08], [0.56, 0.01, 0.01], [0.50, 0.97, 0.89], [-0.73, 0.53, 0.39], [0.66, -0.67, -0.45], [0.34, -1.97, -1.23], [-0.30, 2.15, 1.37], [-0.74, -0.79, -0.66], [-0.26, 0.00, 0.12], [0.13, -0.16, -0.22], [-0.25, 0.07, -0.17], [-0.12, -0.10, 0.07], [0.04, -0.21, -0.10], [0.20, 0.10, -0.06], [0.07, -0.01, -0.67], [1.31, 0.02, -0.41], [0.58, 0.02, 0.77], [-0.72, -0.09, -0.70], [-2.36, -0.44, -0.47], [2.55, 0.45, 0.45], [-1.00, -0.01, 0.64], [0.02, -0.07, 0.24], [-0.17, 0.05, -0.03], [-0.04, 0.20, 0.26], [-0.03, -0.12, 0.10], [-0.23, -0.10, -0.05], [0.05, 0.13, -0.19]], "total_charge": 0, "homo_ha": -0.315}

{"formula": "C39H35BrClNO5PdTe", "method": "ωB97M-V with the def2-TZVPD basis set", "symbols": ["Pd", "Cl", "C", "C", "C", "C", "O", "C", "C", "O", "C", "H", "H", "H", "H", "C", "C", "C", "C", "C", "C", "Te", "N", "C", "O", "C", "C", "C", "C", "C", "C", "C", "C", "C", "C", "C", "C", "C", "C", "C", "C", "C", "C", "H", "H", "H", "H", "H", "H", "H", "H", "H", "H", "H", "H", "H", "H", "H", "H", "H", "H", "H", "H", "H", "H", "H", "H", "H", "H", "H", "Br", "C", "C", "C", "C", "C", "C", "C", "O", "O", "H", "H", "H", "H"], "xyz": [[0.966125, -1.534864, -1.512483], [3.049025, -6.946764, -6.169983], [2.272125, -5.778464, -5.172083], [0.925725, -5.963664, -4.798883], [0.296625, -5.049464, -4.009883], [0.950825, -3.864764, -3.543383], [0.273925, -3.036564, -2.861883], [2.339725, -3.705264, -3.913183], [3.140125, -2.615164, -3.459783], [2.821725, -1.651064, -2.758583], [2.956325, -4.673364, -4.732283], [0.386425, -6.827564, -5.155583], [-0.737675, -5.173264, -3.720383], [4.200625, -2.671164, -3.761983], [3.984325, -4.524964, -5.029483], [0.663325, 6.059736, 4.945917], [0.629325, 4.813136, 4.123017], [1.321425, 3.678336, 4.520617], [1.318325, 2.508836, 3.763217], [2.123325, 1.326936, 4.212417], [0.553525, 2.514736, 2.607117], [0.387325, 0.588136, 1.436417], [0.412125, -1.370364, 0.416817], [0.794725, -2.157464, 1.385417], [0.811025, -1.772064, 2.571017], [1.143325, -3.545164, 0.946617], [2.100225, -3.721564, -0.062483], [2.343725, -4.996764, -0.557283], [1.617825, -6.077564, -0.082883], [0.691225, -5.902064, 0.931817], [0.459925, -4.641164, 1.457117], [-1.723675, 0.438536, 1.611717], [-2.298275, 0.470036, 2.885117], [-1.480875, 0.543936, 4.130617], [-3.678875, 0.407636, 2.985417], [-4.497875, 0.280436, 1.872417], [-5.983975, 0.265936, 2.017217], [-3.898075, 0.185036, 0.621417], [-2.521375, 0.262836, 0.470217], [-1.915575, 0.181836, -0.897583], [-0.096475, 3.644436, 2.133017], [-0.800575, 3.615236, 0.815617], [-0.065675, 4.786736, 2.919517], [0.979825, 5.843836, 5.960717], [-0.314375, 6.533936, 4.971717], [1.368225, 6.769036, 4.515417], [1.886325, 3.688636, 5.441017], [3.173625, 1.477436, 3.957017], [1.776825, 0.406436, 3.734417], [2.064325, 1.198336, 5.291917], [2.765925, -2.894864, -0.348783], [3.110225, -5.156164, -1.300783], [1.796925, -7.065364, -0.478283], [0.137925, -6.746564, 1.316417], [-0.254275, -4.502764, 2.254117], [-0.554775, -0.015064, 3.998917], [-2.028975, 0.112836, 4.963717], [-1.241875, 1.576936, 4.378317], [-4.125775, 0.445136, 3.965717], [-6.269875, 0.070536, 3.047517], [-6.436075, -0.480264, 1.366317], [-6.387075, 1.240636, 1.739517], [-4.514975, 0.052636, -0.256283], [-2.619575, 0.504136, -1.663983], [-1.605675, -0.852164, -1.140983], [-1.028575, 0.816236, -0.934083], [-0.144075, 3.136436, 0.086617], [-1.042975, 4.617936, 0.472517], [-1.727075, 3.041136, 0.886417], [-0.579275, 5.672636, 2.577717], [-2.234575, 5.240836, -3.219383], [-0.710375, 4.205636, -3.703383], [0.003125, 4.488336, -4.856483], [1.108425, 3.710536, -5.162983], [1.455625, 2.630336, -4.368183], [0.726925, 2.358436, -3.215283], [-0.349075, 3.162136, -2.868083], [0.937625, 1.079136, -2.449783], [1.277025, 1.032836, -1.243883], [0.640325, 0.055836, -3.110383], [-0.306775, 5.287736, -5.512083], [1.692725, 3.930336, -6.043183], [2.276725, 1.987136, -4.643383], [-0.937975, 2.967136, -1.986083]], "atomic_forces_ev_per_a": [[1.13, 1.08, -1.45], [-0.25, 0.43, 0.34], [-0.42, -0.96, -0.43], [-0.25, -0.08, 0.05], [-0.35, -0.29, -0.32], [-0.53, 0.72, 0.45], [0.50, -1.14, -0.44], [-0.23, -1.43, -0.71], [1.26, 1.76, 0.75], [0.01, -1.23, -0.82], [0.15, 1.78, 1.00], [0.03, -0.12, -0.01], [-0.02, -0.03, -0.01], [-0.12, 0.02, -0.09], [0.12, -0.01, 0.02], [0.04, 0.04, 0.00], [0.03, -0.15, -0.04], [-0.10, -0.05, -0.12], [-0.01, -0.11, -0.02], [-0.01, -0.10, -0.04], [0.33, 0.10, 0.08], [-0.89, -0.21, 0.19], [-0.43, 0.92, -0.36], [-0.18, -0.14, 0.58], [0.26, -0.33, 0.55], [0.11, -0.08, -0.15], [0.24, 0.08, 0.34], [-0.08, 0.06, -0.05], [0.06, -0.04, -0.03], [-0.12, 0.06, 0.07], [0.08, 0.06, -0.07], [-0.12, -0.11, 0.10], [0.14, 0.04, -0.21], [0.06, 0.04, 0.11], [-0.14, -0.05, -0.22], [0.27, -0.01, 0.02], [-0.08, 0.06, -0.01], [0.13, 0.02, 0.19], [0.25, 0.09, 0.01], [0.02, -0.32, -0.15], [-0.17, -0.06, -0.16], [-0.08, 0.04, -0.06], [0.08, -0.22, 0.00], [0.02, 0.04, 0.14], [-0.06, 0.07, 0.04], [0.05, 0.11, 0.00], [0.07, 0.03, 0.15], [0.02, -0.08, -0.02], [0.19, -0.01, 0.21], [-0.03, -0.02, 0.02], [-0.35, -0.22, 0.07], [0.13, 0.01, -0.08], [0.04, -0.10, -0.05], [0.01, -0.07, 0.01], [-0.08, 0.07, 0.06], [0.08, -0.03, 0.21], [0.01, -0.05, 0.09], [0.06, 0.04, 0.08], [-0.09, 0.00, 0.21], [-0.09, -0.06, 0.02], [-0.06, -0.02, 0.01], [-0.08, 0.01, -0.02], [-0.05, 0.02, -0.12], [0.03, 0.05, 0.01], [-0.20, 0.48, 0.14], [-0.09, -0.07, -0.22], [-0.10, 0.08, -0.19], [0.01, 0.03, -0.07], [-0.03, 0.01, -0.07], [-0.10, 0.12, -0.06], [0.21, -0.07, -0.14], [-0.09, 0.10, 0.11], [-0.13, 0.06, 0.11], [0.07, -0.14, 0.03], [-0.10, 0.03, 0.18], [0.03, -0.11, 0.01], [0.01, 0.10, -0.09], [-0.07, 0.82, 0.31], [0.20, 0.08, -0.24], [-0.22, -1.49, 0.29], [0.01, 0.10, 0.03], [0.00, 0.03, -0.12], [0.10, -0.04, -0.04], [-0.03, -0.09, 0.08]], "multiplicity": 6, "total_charge": 1, "homo_ha": [-0.384, -0.398], "e_above_lowest_ev": 0.0000}

{"formula": "C3H7NO", "method": "ωB97M-V with the def2-TZVPD basis set", "symbols": ["C", "N", "C", "O", "C", "H", "H", "H", "H", "H", "H", "H"], "xyz": [[-1.827048, -0.307649, -0.167766], [-0.604901, 0.152911, 0.455674], [0.606124, -0.134083, -0.099601], [0.709689, -0.749334, -1.148561], [1.819275, 0.342140, 0.673808], [-1.670346, -0.313395, -1.247547], [-2.649105, 0.366624, 0.085949], [-2.090908, -1.326061, 0.141856], [-0.647754, 0.616079, 1.349034], [2.563856, 0.695207, -0.041186], [2.251709, -0.507101, 1.210696], [1.599709, 1.136487, 1.392404]], "atomic_forces_ev_per_a": [[-0.13, -0.04, -0.05], [0.12, 0.00, 0.02], [0.02, -0.05, 0.00], [-0.02, 0.15, 0.26], [0.06, 0.03, -0.02], [-0.11, 0.01, 0.12], [0.12, -0.09, -0.06], [0.04, 0.14, -0.03], [0.07, -0.08, -0.16], [-0.08, -0.04, 0.08], [-0.07, 0.08, -0.06], [-0.03, -0.11, -0.09]], "total_charge": 0, "homo_ha": -0.354, "e_above_lowest_ev": 0.2188}

Short version: max |F| = 10.25 2.29 0.30 eV Å⁻¹, in the order given.
Short version: calculated total energy = -3175.46033 -5367.81412 -248.51845 Eh, in the order given.